(1)
An isolated molecule of C5H11NO. Source: the OMol25 dataset; level of theory: ωB97M-V/def2-TZVPD.

```
18
Properties=species:S:1:pos:R:3:forces:R:3:mulliken_charge:R:1
C 1.21288 -0.53812 -1.21568 0.043 0.016 -0.021 -1.518
C 0.01597 -0.71828 -0.28659 0.027 -0.120 -0.051 0.308
C 0.40570 -1.37534 1.03780 0.006 -0.019 0.064 -1.216
N -0.68076 0.55090 -0.04973 -0.218 -0.053 0.039 0.160
C 0.07414 1.76585 0.16811 0.056 0.118 0.020 -0.837
C -2.02259 0.51174 0.16971 0.037 -0.076 -0.023 0.105
O -2.71019 -0.49168 0.12607 0.172 0.273 0.009 -0.573
H 2.01969 0.03170 -0.73922 -0.121 -0.079 -0.065 0.339
H 1.61614 -1.52067 -1.48115 -0.065 0.148 0.050 0.422
H 0.92665 -0.02812 -2.14152 0.029 -0.069 0.124 0.377
H -0.72366 -1.35639 -0.77902 0.110 0.068 0.056 0.314
H -0.48980 -1.58009 1.63234 0.138 0.036 -0.075 0.361
H 0.92595 -2.32258 0.85869 -0.084 0.130 0.014 0.366
H 1.07591 -0.73070 1.62016 -0.085 -0.074 -0.100 0.257
H 0.80457 1.64651 0.97895 -0.117 0.014 -0.110 0.283
H 0.61048 2.07510 -0.73604 -0.084 -0.052 0.138 0.272
H -0.61448 2.56892 0.44673 0.109 -0.129 -0.035 0.317
H -2.44658 1.51125 0.39038 0.048 -0.131 -0.033 0.263
```
Positions in Å, forces in eV/Å.

Results
Calculated total energy in Eh: -327.1154
Frontier orbital gap in eV: 10.17
Energy above the lowest of the compared OMol25 structures with the same formula, charge and spin in eV: 0.434
SMILES: CC(C)N(C)C=O
Spin multiplicity: 1
LUMO level in eV: 0.88

(2)
A structure of composition C31H48HoN2O6P2 in a non-equilibrium geometry. Source: the OMol25 dataset; level of theory: ωB97M-V/def2-TZVPD.

```
90
Properties=species:S:1:pos:R:3:forces:R:3:mulliken_spin:R:1
Ho -0.51314 -0.54268 -0.46229 4.111 0.159 0.798 4.087
C 0.39499 -2.71351 0.95300 0.288 0.040 -0.860 0.000
C -0.08475 -3.12355 -0.33002 0.223 1.056 -0.170 -0.010
C 1.83204 -1.87413 -0.65296 -0.996 -0.597 0.579 -0.023
C 1.61430 -2.01672 0.76054 -0.547 -0.316 -1.235 -0.011
C 0.74818 -2.51557 -1.32994 0.156 -0.151 1.142 0.007
C -0.16344 -3.13416 2.27276 -0.064 -0.177 0.286 -0.002
H -1.24976 -3.29205 2.21572 0.215 -0.021 0.058 0.000
H 0.02736 -2.37448 3.04341 -0.055 -0.227 -0.152 0.000
H 0.28808 -4.08073 2.61807 -0.172 0.292 -0.071 0.000
C 2.55045 -1.69846 1.85802 0.139 0.528 0.637 -0.001
H 2.43941 -2.41369 2.68686 0.130 0.144 -0.301 0.000
H 2.32293 -0.70602 2.27004 0.142 -0.075 0.092 0.000
H 3.59557 -1.68939 1.52795 -0.312 -0.089 0.116 0.000
C 3.02980 -1.37025 -1.37091 0.517 0.297 -0.297 0.001
H 3.54225 -2.20065 -1.89311 -0.230 0.351 0.182 -0.001
H 3.76750 -0.92011 -0.69763 -0.157 -0.156 -0.276 0.001
H 2.75203 -0.62679 -2.13806 0.227 -0.139 0.203 -0.001
C 0.55943 -2.57628 -2.80434 -0.034 -0.389 -0.576 0.000
H 0.87950 -3.55695 -3.19205 0.009 0.369 -0.164 0.000
H 1.10469 -1.77500 -3.32271 0.053 -0.343 0.092 -0.001
H -0.49797 -2.45434 -3.06885 0.534 -0.089 -0.042 -0.001
C -1.02440 -4.24205 -0.55382 -0.481 -0.475 -0.040 -0.004
H -0.52604 -5.20021 -0.32689 -0.181 0.266 -0.099 0.000
H -1.35301 -4.27752 -1.59812 0.046 -0.128 0.242 -0.001
H -1.90269 -4.16794 0.10008 0.142 -0.210 -0.189 0.000
C -2.82254 0.14065 -0.20287 -3.261 -1.943 1.885 -0.010
C -2.73766 -1.19276 0.22931 -3.621 2.171 0.556 0.016
C -3.77850 -2.22821 -0.16789 0.191 -0.578 -0.052 0.002
C -3.71663 -2.82944 -1.60326 -0.536 -0.691 0.204 0.001
C -2.79435 -2.15178 -2.55450 -0.576 0.254 -0.845 0.000
C -2.88800 -0.85505 -2.89670 -0.307 -0.403 -0.594 0.000
C -4.04109 0.03021 -2.49655 -0.457 0.105 -0.145 -0.002
C -3.97535 0.61584 -1.06568 0.299 0.543 -0.491 0.002
H -4.79541 -1.82271 -0.02579 0.461 0.256 0.065 0.000
H -4.74966 -2.84612 -2.00062 0.410 0.205 -0.019 0.000
H -3.70020 -3.06322 0.54897 -0.028 0.361 -0.276 0.000
H -4.93294 0.40130 -0.56046 0.448 -0.120 0.111 0.000
H -2.49730 0.94743 0.48226 0.860 -0.588 -0.552 -0.005
H -2.35781 -1.38194 1.24996 0.849 0.171 -0.775 -0.005
H -3.93080 1.71498 -1.13288 0.060 -0.416 0.090 0.000
H -4.11793 0.84709 -3.23742 0.007 -0.404 0.416 0.000
H -2.27218 -0.45403 -3.70545 -0.136 -0.378 0.320 0.001
H -5.00225 -0.50685 -2.59637 0.519 -0.086 -0.007 0.000
H -3.44064 -3.89549 -1.55176 -0.106 0.545 0.109 0.000
H -2.21622 -2.84362 -3.17015 0.215 0.461 0.368 0.001
P -1.34704 0.66158 2.64385 0.285 -0.251 -0.473 -0.001
C 0.04215 0.73151 3.81786 -0.041 0.014 0.182 0.000
H -0.30696 1.21774 4.73634 0.254 -0.092 -0.035 0.000
H 0.87622 1.30353 3.39344 -0.183 -0.115 0.077 0.000
H 0.39053 -0.28353 4.04080 -0.025 0.226 0.020 0.000
C -1.86066 2.41773 2.58128 0.157 0.094 0.043 -0.001
H -1.86799 2.80199 3.61019 -0.156 0.090 -0.265 0.000
H -2.86323 2.50571 2.14324 0.141 0.025 0.160 0.000
H -1.15518 2.99491 1.96823 -0.228 -0.156 0.220 0.000
C -2.69788 -0.03551 3.65948 0.009 -0.092 0.202 0.000
H -3.64805 0.00396 3.10711 0.233 0.047 0.167 0.000
H -2.78692 0.54570 4.58882 -0.141 -0.268 -0.176 0.000
H -2.48468 -1.08784 3.89580 -0.070 0.269 0.045 0.000
P -0.40058 1.47409 -2.66825 0.267 0.680 -0.520 0.004
C -0.19557 0.88698 -4.39588 -0.079 -0.233 -0.071 -0.001
H -0.61022 1.62490 -5.09541 0.192 -0.191 0.108 0.000
H -0.67226 -0.08305 -4.56173 0.141 0.215 -0.118 0.000
H 0.87781 0.75856 -4.58241 -0.226 0.078 -0.026 0.000
C -1.83888 2.60004 -2.76916 -0.278 -0.105 0.101 -0.001
H -2.75437 2.05301 -2.98159 0.123 0.133 -0.074 0.000
H -1.68295 3.34422 -3.55709 0.032 -0.095 0.157 0.000
H -1.96916 3.10367 -1.80522 0.124 0.021 -0.146 0.000
C 0.90036 2.76569 -2.70681 0.278 -0.129 0.344 0.000
H 0.73357 3.42816 -3.57093 0.059 -0.274 0.274 0.000
H 1.87749 2.27558 -2.80185 -0.119 0.212 0.026 0.000
H 0.88051 3.34989 -1.77863 0.008 -0.114 -0.261 0.000
O 0.52015 3.12737 0.56067 0.492 -0.847 0.015 0.000
C 1.24013 2.13195 0.66332 -1.179 -0.398 -0.537 -0.004
O 0.84185 0.90063 0.38867 0.931 1.624 0.190 -0.038
C 2.65481 2.30791 1.13208 1.290 0.106 0.447 0.000
C 3.63225 1.30425 1.02136 0.217 0.416 0.346 0.002
C 4.94305 1.52382 1.50249 -1.450 1.225 0.141 0.000
C 5.29595 2.76121 2.07003 -0.268 -0.077 -0.104 0.000
C 4.32229 3.77673 2.16640 -0.739 -2.198 -1.056 0.000
C 3.01364 3.53970 1.70749 0.321 0.299 0.050 -0.001
N 4.67560 5.05107 2.72619 1.177 2.888 1.419 0.000
O 5.86282 5.20636 3.08301 -2.165 -0.481 -0.732 0.000
O 3.81127 5.94473 2.84010 1.312 -2.063 -0.441 0.000
N 5.89421 0.42587 1.45679 2.197 -2.092 -0.059 0.000
O 5.50077 -0.66618 0.96722 0.802 2.442 0.957 0.000
O 7.05149 0.59592 1.90661 -2.877 -0.093 -1.003 0.000
H 3.36905 0.35278 0.58456 0.042 0.169 0.077 -0.002
H 6.30044 2.94046 2.43294 -0.076 -0.065 -0.024 0.000
H 2.26833 4.33317 1.77167 0.224 -0.231 0.032 0.000
```
Positions in Å, forces in eV/Å.

Results
<S²>: 6.007
Net charge: +1
Calculated total energy in Eh: -3401.3542
Frontier orbital gap (alpha / beta) in eV: 6.00 / 6.07
Spin multiplicity: 5
LUMO level (alpha / beta) in eV: -4.44 / -4.39